(1)
An isolated ion of composition C23H34BF6O4 and charge -1 in a non-equilibrium geometry, computed with ωB97M-V/def2-TZVPD.

Values from the calculation:
Kohn-Sham gap = 7.65 eV
total charge = -1
LUMO level = 0.079 Eh
strongest force on any atom = 0.0328 Eh/bohr
E_HOMO = -5.51 eV
molecular weight = 499.32 g mol⁻¹

Positions of all 68 atoms, in Å:
1 C 2.693 1.035 1.619
2 B 4.002 1.453 0.748
3 F 3.735 2.753 0.166
4 O 4.402 0.574 -0.368
5 C 5.789 0.391 -0.339
6 C 6.086 -1.105 -0.098
7 C 5.147 -2.038 -0.847
8 O 4.032 -2.317 -0.032
9 C 2.922 -2.826 -0.747
10 C 1.746 -1.885 -0.646
11 O 0.957 -2.163 0.529
12 C -0.362 -1.798 0.377
13 C -0.692 -0.517 0.052
14 C -1.994 -0.169 -0.120
15 C -3.008 -1.079 0.047
16 C -4.517 -0.759 -0.168
17 C -5.266 -1.406 1.010
18 C -4.883 -1.466 -1.510
19 C -4.670 0.773 -0.250
20 C -6.083 1.387 -0.094
21 C -7.224 0.577 -0.728
22 C -6.046 2.745 -0.859
23 C -6.411 1.766 1.356
24 C -2.648 -2.347 0.388
25 C -1.353 -2.715 0.553
26 C 6.318 1.184 0.907
27 C 7.098 2.479 0.658
28 F 7.677 2.837 1.850
29 F 6.348 3.516 0.269
30 C 8.269 2.342 -0.344
31 F 7.840 2.416 -1.608
32 F 9.142 3.363 -0.181
33 F 8.947 1.203 -0.159
34 O 5.175 1.430 1.653
35 H 2.733 -0.011 1.931
36 H 1.801 1.149 0.996
37 H 2.615 1.696 2.480
38 H 6.240 0.733 -1.275
39 H 7.122 -1.294 -0.402
40 H 6.024 -1.323 0.967
41 H 4.874 -1.536 -1.779
42 H 5.692 -2.967 -1.056
43 H 2.672 -3.850 -0.463
44 H 3.195 -2.858 -1.806
45 H 1.110 -2.047 -1.518
46 H 2.141 -0.870 -0.652
47 H 0.082 0.223 -0.063
48 H -2.196 0.854 -0.397
49 H -6.168 -0.883 1.306
50 H -5.551 -2.435 0.804
51 H -4.621 -1.452 1.885
52 H -4.164 -2.244 -1.733
53 H -5.850 -1.956 -1.389
54 H -4.986 -0.760 -2.331
55 H -4.187 1.095 -1.168
56 H -4.068 1.187 0.559
57 H -6.938 0.293 -1.737
58 H -7.563 -0.265 -0.134
59 H -8.078 1.246 -0.836
60 H -7.016 3.010 -1.274
61 H -5.365 2.679 -1.707
62 H -5.654 3.543 -0.232
63 H -6.815 0.939 1.936
64 H -5.570 2.249 1.847
65 H -7.207 2.513 1.307
66 H -3.379 -3.131 0.523
67 H -1.080 -3.725 0.820
68 H 6.988 0.562 1.509

Cartesian forces (eV/Å) of the 6 atoms listed first:
0.3 -0.3 -0.8
-0.9 0.3 0.2
0.2 0.0 0.2
0.3 0.1 -0.1
-0.2 -0.5 0.6
0.3 0.3 -0.3


(2)
C23H34BIN13SV as an isolated structure, computed with ωB97M-V/def2-TZVPD.

Values from the calculation:
Kohn-Sham gap (alpha / beta) = 6.79 / 6.49 eV
multiplicity = 2
total charge = -1
LUMO level (alpha / beta) = 0.079 / 0.079 Eh
strongest force on any atom = 0.0034 Eh/bohr
E_HOMO (alpha / beta) = -4.65 / -4.34 eV
molecular weight = 713.34 g mol⁻¹

Positions of all 74 atoms, in Å:
1 V 0.029 -0.349 -0.035
2 C -1.737 4.112 0.729
3 C -1.522 2.670 1.180
4 C -1.805 2.521 2.676
5 C -2.366 1.716 0.394
6 C -3.712 1.845 0.023
7 C -4.011 0.674 -0.641
8 N -2.918 -0.097 -0.655
9 N -1.899 0.536 -0.023
10 B -2.697 -1.464 -1.311
11 N -1.612 -1.320 -2.394
12 C -1.704 -1.349 -3.725
13 C -0.478 -0.988 -4.256
14 C 0.338 -0.745 -3.144
15 N -0.366 -0.953 -2.028
16 C 1.777 -0.316 -3.105
17 C 0.971 1.953 -2.110
18 C 2.308 -0.147 -4.530
19 N -2.213 -2.462 -0.246
20 C -2.794 -3.613 0.110
21 C -2.043 -4.188 1.112
22 C -0.984 -3.292 1.319
23 N -1.094 -2.249 0.490
24 C 0.111 -3.428 2.333
25 C 0.829 -4.770 2.196
26 C -0.439 -3.232 3.747
27 H -1.051 4.763 1.270
28 H -2.763 4.435 0.929
29 H -1.546 4.225 -0.340
30 H -0.469 2.419 1.018
31 H -2.835 2.814 2.900
32 H -1.117 3.152 3.239
33 H -1.665 1.488 3.000
34 H -4.367 2.678 0.210
35 H -4.923 0.335 -1.105
36 H -3.723 -1.856 -1.803
37 H -2.631 -1.617 -4.204
38 H -0.215 -0.913 -5.295
39 H 2.359 -1.103 -2.611
40 H -0.017 1.781 -2.520
41 H 1.269 2.988 -2.006
42 H 1.929 1.615 -0.350
43 H 1.789 0.670 -5.037
44 H 2.152 -1.064 -5.101
45 H 3.372 0.072 -4.521
46 H -3.698 -3.939 -0.375
47 H -2.231 -5.116 1.624
48 H 0.823 -2.622 2.159
49 H 0.148 -5.601 2.393
50 H 1.650 -4.838 2.913
51 H 1.233 -4.904 1.191
52 H -1.190 -3.991 3.977
53 H -0.902 -2.250 3.846
54 H 0.362 -3.306 4.484
55 C 5.859 -0.798 0.583
56 C 4.709 -0.101 1.196
57 N 4.741 1.000 1.885
58 N 3.457 1.217 2.276
59 C 2.630 0.268 1.862
60 S 0.958 0.043 2.196
61 N 3.423 -0.581 1.164
62 N 2.954 -1.675 0.425
63 H 6.758 -0.225 0.797
64 H 5.728 -0.858 -0.502
65 H 5.970 -1.801 1.004
66 H 3.156 2.137 2.647
67 H 3.469 -2.501 0.718
68 H 1.986 -1.807 0.736
69 I 1.855 4.203 2.467
70 N 5.190 -0.188 -2.451
71 C 4.296 0.566 -2.368
72 N 3.351 1.455 -2.303
73 C 2.043 0.971 -2.312
74 N 1.306 1.079 -0.951

Cartesian forces (eV/Å) of the 6 atoms listed first:
0.1 0.0 0.0
0.0 0.0 0.0
0.0 0.0 0.0
0.0 0.0 0.0
0.1 0.0 0.0
0.0 0.0 0.0


(3)
C23H34BeBrCl2MgN2O11P as an isolated structure in a non-equilibrium geometry, computed with ωB97M-V/def2-TZVPD.

Values from the calculation:
Kohn-Sham gap = 1.53 eV
total charge = +2
LUMO level = -0.372 Eh
strongest force on any atom = 0.0892 Eh/bohr
E_HOMO = -11.66 eV
molecular weight = 729.63 g mol⁻¹

Positions of all 76 atoms, in Å:
1 C -3.718 0.703 -5.414
2 C -2.609 1.898 -5.367
3 C -1.437 1.606 -6.455
4 C 0.055 1.756 -5.811
5 C 0.895 0.387 -5.820
6 C 1.156 -0.216 -4.326
7 C 1.957 0.902 -3.492
8 C 3.060 0.332 -2.478
9 C 2.513 -0.033 -1.026
10 C 2.731 -1.502 -0.499
11 C 2.296 -2.001 0.899
12 P 2.579 -3.734 1.599
13 O 2.551 -4.926 0.358
14 Br 0.826 -4.291 2.981
15 C 1.582 -0.978 1.854
16 C 1.346 0.465 1.365
17 C 1.812 0.939 -0.050
18 C 1.561 2.453 -0.432
19 O 2.160 3.110 -1.315
20 C 0.456 3.255 0.432
21 O -0.150 4.485 -0.034
22 N 0.222 5.504 0.827
23 O -0.725 6.142 1.140
24 C 0.027 2.812 1.725
25 C 0.606 1.475 2.352
26 O 0.453 1.206 3.566
27 H -4.572 0.930 -6.148
28 H -4.187 0.540 -4.366
29 H -3.246 -0.291 -5.762
30 H -3.155 2.862 -5.650
31 H -2.157 2.024 -4.321
32 H -1.570 0.587 -6.971
33 H -1.546 2.404 -7.284
34 H 0.612 2.488 -6.502
35 H -0.022 2.263 -4.788
36 H 0.345 -0.387 -6.457
37 H 1.943 0.631 -6.273
38 H 0.098 -0.282 -3.856
39 H 1.678 -1.228 -4.376
40 H 1.186 1.597 -3.024
41 H 2.529 1.540 -4.270
42 H 3.892 1.102 -2.357
43 H 3.508 -0.626 -2.939
44 H 3.249 -2.263 -1.189
45 H 3.041 -5.691 0.748
46 H 1.255 -1.277 2.913
47 H -0.739 3.437 2.312
48 O -3.594 -1.199 -3.268
49 H -3.374 -1.109 -2.327
50 H -3.672 -2.158 -3.397
51 O -6.147 1.495 -3.372
52 H -6.543 2.374 -3.260
53 H -6.033 1.173 -2.461
54 Cl -2.203 -1.204 3.492
55 C -3.371 -2.458 3.985
56 C -3.066 -3.016 5.361
57 Cl -1.570 -3.981 5.377
58 H -3.368 -3.242 3.225
59 H -4.357 -1.989 3.986
60 H -3.874 -3.679 5.679
61 H -2.966 -2.223 6.104
62 Mg -5.586 -0.167 -4.276
63 C 3.206 -3.971 5.649
64 O 3.130 -5.142 5.304
65 O 3.052 -3.554 6.812
66 O 3.449 -3.012 4.889
67 Be 3.336 1.184 -7.441
68 C 2.762 0.107 6.102
69 C 2.722 0.309 7.586
70 N 2.690 0.467 8.755
71 H 2.125 -0.734 5.824
72 H 2.406 1.005 5.595
73 H 3.785 -0.101 5.783
74 O 1.049 1.194 11.653
75 H 1.247 1.017 10.724
76 H 0.419 0.505 11.894

Cartesian forces (eV/Å) of the 6 atoms listed first:
-0.1 -0.5 -0.4
-0.2 -0.1 -0.5
0.1 0.8 0.0
-0.1 0.0 -1.0
-0.2 -0.1 1.2
-0.9 1.4 -0.5


> Number 3 is which compound?

C23H34BeBrCl2MgN2O11P


> The lowest strongest force on any atom belongs to which entry?

C23H34BIN13SV


> Which value of total charge does entry 1 give?

-1